The following is a DFT calculation (ωB97M-V with the def2-TZVPD basis set) of a structure of composition H16NeO8Xe.

Structure (XYZ):
```
26
Properties=species:S:1:pos:R:3:forces:R:3
Ne -3.321154 0.397501 2.213404 0.0 0.1 0.1
Xe -0.151611 -0.926297 0.503151 0.0 -0.1 0.0
O 0.367770 2.553434 2.304383 0.0 0.2 -0.3
H 0.384821 1.686191 2.709136 0.1 -0.3 0.1
H -0.403565 2.978264 2.679602 -0.2 0.2 0.2
O -3.966801 -2.112536 1.074069 -0.3 0.0 0.3
H -3.895902 -1.218159 0.740467 0.1 0.3 -0.1
H -3.589246 -2.656992 0.383232 0.2 -0.3 -0.3
O -3.195092 0.664767 -0.593406 0.0 0.0 0.2
H -2.424042 0.702137 -1.159358 0.2 -0.1 -0.1
H -3.934628 0.610060 -1.198658 -0.3 0.1 -0.2
O 4.002876 -1.196075 1.223721 0.2 -0.7 0.1
H 3.304199 -0.606092 0.940868 -0.3 0.5 0.0
H 4.807943 -0.695482 1.091409 0.2 0.1 0.0
O -2.669739 -3.506069 -1.279979 -0.2 0.0 0.1
H -1.796419 -3.888423 -1.365730 0.3 -0.2 0.1
H -2.669329 -2.767717 -1.889130 0.0 0.2 -0.2
O 0.597505 2.546687 -0.785997 0.1 0.1 -0.2
H 0.026784 2.802752 -0.061470 -0.1 0.1 0.5
H 0.027035 2.058882 -1.380006 0.0 -0.2 -0.3
O 2.697400 1.070550 0.325528 0.5 -0.4 0.3
H 3.465805 1.571905 0.052736 0.2 0.1 0.0
H 1.953260 1.624360 0.089344 -0.7 0.3 -0.4
O 3.198341 -0.618657 -2.490016 -0.2 0.0 -0.3
H 4.065133 -0.218840 -2.561125 0.2 0.1 0.0
H 3.118658 -0.856149 -1.566179 0.0 0.0 0.4
```
Positions in Å, forces in eV/Å.

The calculation puts the HOMO energy at -0.395 hartree. The spin multiplicity is 1. As for the total energy: -29110.8648 eV. The energy relative to the best compared isomer or geometry (same formula, charge and spin) is 70.2 kJ/mol.